(1)
{"formula": "C5H11N", "method": "ωB97M-V with the def2-TZVPD basis set", "species": ["C", "C", "C", "N", "C", "C", "H", "H", "H", "H", "H", "H", "H", "H", "H", "H", "H"], "xyz": [[-1.316, 0.641, -2.243], [-0.211, 0.627, -1.193], [-0.459, -0.218, 0.059], [0.646, 0.086, 0.965], [0.703, -0.211, 2.374], [1.610, -0.891, 1.406], [-1.510, -0.351, -2.667], [-1.019, 1.307, -3.061], [-2.261, 1.022, -1.835], [0.734, 0.292, -1.638], [-0.026, 1.647, -0.839], [-0.529, -1.292, -0.191], [-1.413, 0.078, 0.518], [1.059, 0.622, 2.975], [-0.083, -0.803, 2.855], [2.651, -0.599, 1.267], [1.425, -1.956, 1.248]], "nbo_charge": [-0.61, -0.39, -0.21, -0.42, -0.25, -0.25, 0.20, 0.21, 0.20, 0.20, 0.21, 0.17, 0.19, 0.20, 0.18, 0.20, 0.18], "e_tot_ev": -6852.0363, "smiles": "CCCN1CC1"}

(2)
{"formula": "C3H5ClNO2", "method": "ωB97M-V with the def2-TZVPD basis set", "species": ["C", "C", "C", "N", "O", "O", "Cl", "H", "H", "H", "H", "H"], "xyz": [[-1.160, -0.514, -1.154], [-0.231, 1.733, -0.122], [-0.940, 1.071, -1.115], [0.791, 1.069, 0.808], [-1.603, 1.679, -1.933], [-0.426, -1.468, -0.697], [-0.119, 3.384, -0.365], [-1.896, -0.708, -1.926], [0.188, 0.461, 1.478], [1.319, 1.879, 1.243], [1.551, 0.495, 0.268], [-0.656, -2.291, -1.016]], "nbo_charge": [0.09, 0.07, 0.26, -0.76, -0.39, -0.65, 0.21, 0.19, 0.49, 0.48, 0.48, 0.52], "e_tot_ev": -21288.0375, "s_squared": 2.0237, "charge": 1, "spin_multiplicity": 3}

(3)
{"formula": "F5Sr4", "method": "ωB97M-V with the def2-TZVPD basis set", "species": ["Sr", "Sr", "Sr", "Sr", "F", "F", "F", "F", "F"], "xyz": [[-2.692, 0.454, -0.731], [-0.040, -1.122, 1.967], [1.810, 2.245, 0.295], [0.767, -1.343, -1.725], [-1.308, -1.901, -0.596], [2.121, -0.903, 0.328], [-0.900, 0.873, -2.357], [0.481, 1.099, 2.660], [-0.239, 0.599, 0.159]], "mulliken_charge": [1.84, 1.81, 1.84, 1.85, -0.88, -0.86, -0.85, -0.85, -0.90], "e_tot_ev": -16914.3682, "charge": 3}